18
Properties=species:S:1:pos:R:3:forces:R:3:lowdin_charge:R:1 method="wB97M-V/def2-TZVPD" molar_mass_g_mol=124.12 total_charge=+1 largest_force_ev_per_a=2.18 homo_ev=-15.13 lumo_energy_ha=-0.11958 total_energy_ha=-475.79310 e_above_lowest_kcal_mol=5.23
O 0.057159 -0.236456 2.850762 0.2041 -0.1747 0.1195 0.191
C -0.146023 0.066978 1.718614 -0.6240 1.3261 1.6074 -0.493
O -0.774296 1.207107 1.343614 0.2468 -0.3583 -1.0926 0.128
C 0.334621 -0.748552 0.588434 -0.3973 -0.5181 -1.5192 -0.166
C 1.787233 -0.462861 0.266143 0.5763 0.9298 -0.6382 -0.178
O 2.166589 -1.321749 -0.798228 -0.5690 0.0263 0.5594 -0.029
N -0.516950 -0.548580 -0.667705 0.1378 0.0230 1.4444 0.247
H -0.884365 1.856222 2.050796 -0.0022 -0.3060 0.4258 0.151
H 0.169806 -1.804081 0.780970 0.4815 -0.0901 0.5359 0.179
H 2.403834 -0.565687 1.158897 -0.1722 -0.3971 0.1320 0.150
H 1.980232 0.578402 -0.083951 -0.6700 -0.3162 0.3877 0.156
H 3.107976 -1.430954 -0.698950 0.5781 -0.3737 -0.4128 0.105
H -1.367820 -1.095873 -0.538688 -0.0249 -0.0961 -0.3329 0.176
H -0.857428 0.431959 -0.741047 0.4060 -0.1873 -0.8411 0.125
H 0.043566 -0.962400 -1.417773 -0.2689 0.5540 -0.5050 0.168
H -2.111219 2.117955 -2.437125 0.2791 -0.2464 -0.0957 0.072
H -3.115540 1.579517 -1.487821 -0.3561 -0.1894 0.2772 0.060
O -2.277377 1.339054 -1.886941 0.1748 0.3941 -0.0517 -0.040